Molecular formula: C11H30F6N2O11S3
Method: DFT, ωB97M-V/def2-TZVPD

LUMO level, eV: 3.88
Orbital gap, eV: 4.951
Total charge: -2

Each line ends with the Mulliken charge.
Element x y z (Å)
N 3.253 -1.114 -1.309  -0.168
H 3.190 -0.217 -0.729  0.166
H 2.360 -1.593 -1.213  -0.087
H 3.998 -1.686 -0.929  0.398
H 3.429 -0.801 -2.262  0.388
N -0.094 0.657 -0.937  0.438
H -0.682 1.306 -0.371  0.310
H -0.373 -0.321 -0.762  0.623
H 0.882 0.694 -0.537  0.020
H -0.118 0.819 -1.947  0.184
C -0.328 4.420 2.213  0.571
F -0.529 5.656 2.711  -0.269
F 0.958 4.079 2.270  -0.209
F -1.008 3.611 3.051  -0.254
S -0.920 4.224 0.453  1.074
O -1.309 2.808 0.371  -0.782
O -2.032 5.127 0.316  -0.711
O 0.234 4.529 -0.365  -0.650
C -0.973 -4.202 -2.091  0.574
F -2.065 -4.168 -1.326  -0.222
F -0.677 -5.451 -2.421  -0.223
F -1.211 -3.483 -3.183  -0.209
S 0.485 -3.371 -1.174  1.184
O 1.587 -3.512 -2.129  -0.679
O 0.112 -1.962 -1.033  -1.077
O 0.638 -4.022 0.103  -0.679
C 0.539 1.342 -5.786  -1.713
C 0.577 0.828 -4.340  0.572
C 1.093 -0.620 -4.272  -0.444
O 1.234 1.715 -3.541  -0.866
H 0.086 2.338 -5.791  0.388
H -0.067 0.734 -6.475  0.375
H 1.517 1.526 -6.244  0.362
H -0.499 0.729 -4.044  0.068
H 0.951 -1.087 -3.294  -0.137
H 2.159 -0.644 -4.534  0.245
H 0.583 -1.276 -4.991  0.331
C 3.640 1.386 2.199  -1.712
C 2.623 0.646 1.329  1.228
C 1.299 0.327 2.010  -0.724
O 2.588 1.110 0.000  -1.103
H 3.606 1.079 3.247  0.345
H 3.462 2.463 2.122  0.302
H 4.637 1.280 1.766  0.420
H 3.052 -0.382 1.200  -0.127
H 0.745 1.252 2.203  -0.246
H 1.492 -0.158 2.969  0.541
H 0.712 -0.330 1.372  0.182
O -1.268 -1.816 3.739  -0.565
S -2.685 -2.093 3.808  1.212
O -3.349 -2.099 5.081  -0.687
O -3.467 -1.161 2.815  -0.198
C -3.573 0.245 3.083  -0.874
C -2.539 1.084 2.358  -0.396
C -3.052 -3.653 2.996  -0.933
H -3.672 0.539 4.136  0.389
H -4.597 0.554 2.839  0.418
H -2.686 0.978 1.287  0.248
H -1.559 0.819 2.742  0.130
H -2.811 2.119 2.561  0.283
H -2.563 -4.468 3.519  0.361
H -2.900 -3.584 1.925  0.263
H -4.113 -3.751 3.235  0.355

---

Molecular formula: C11H30N2O7PS2
Method: DFT, ωB97M-V/def2-TZVPD

LUMO level, eV: 2.57
Orbital gap, eV: 7.975
Total charge: -1

Each line ends with the Mulliken charge.
Element x y z (Å)
C 3.414 0.509 0.976  -0.964
P 2.866 -1.145 1.608  0.230
O 4.118 -2.112 1.064  -0.496
S 1.475 -1.642 -0.074  0.958
O 1.210 -0.405 -0.802  -0.651
O 2.107 -2.711 -0.804  -0.703
N 0.154 -2.204 0.594  -0.397
S -0.783 -1.271 1.483  1.218
O -1.906 -2.086 1.882  -0.720
O -0.044 -0.590 2.533  -0.715
C -1.519 0.039 0.465  -1.256
C -0.979 1.461 0.638  -0.045
N -0.418 2.037 -0.594  -0.751
H 2.883 0.795 0.068  0.242
H 4.486 0.477 0.764  0.397
H 3.236 1.258 1.748  0.281
H 4.962 -1.717 1.304  0.301
H -1.488 -0.294 -0.571  0.489
H -2.555 -0.009 0.800  0.495
H -1.818 2.085 0.960  0.295
H -0.260 1.462 1.460  0.273
H -0.113 1.275 -1.188  0.315
H 0.437 2.536 -0.375  0.187
C -4.373 -6.121 -0.314  -0.959
C -3.415 -7.113 0.327  -0.326
O -2.108 -7.082 -0.203  -0.449
C -1.431 -5.826 -0.089  -0.405
C -1.294 -5.305 1.324  -0.609
H -4.420 -6.273 -1.393  0.278
H -5.374 -6.257 0.101  0.385
H -4.074 -5.090 -0.124  0.215
H -3.765 -8.132 0.148  0.355
H -3.399 -6.962 1.413  0.285
H -1.924 -5.075 -0.716  0.273
H -0.448 -6.004 -0.524  0.349
H -2.259 -5.086 1.783  0.219
H -0.744 -4.366 1.302  0.097
H -0.768 -6.025 1.955  0.297
C 1.885 6.958 -2.894  -1.064
C 1.262 5.651 -2.432  -0.342
O 1.900 5.077 -1.308  -0.394
C 1.880 5.839 -0.116  -0.392
C 0.484 6.166 0.386  -0.958
H 2.945 6.823 -3.110  0.282
H 1.386 7.301 -3.802  0.390
H 1.785 7.747 -2.146  0.264
H 1.354 4.897 -3.214  0.339
H 0.191 5.784 -2.244  0.318
H 2.471 6.758 -0.230  0.343
H 2.396 5.215 0.614  0.351
H -0.057 6.819 -0.300  0.281
H 0.551 6.679 1.346  0.385
H -0.098 5.253 0.518  0.210

---

Molecular formula: C11H30O3P
Method: DFT, ωB97M-V/def2-TZVPD

LUMO level, eV: -3.20
Relative energy (zero: lowest compared OMol25 entry of this formula, charge and spin), kJ/mol: 0.0
Orbital gap, eV: 8.672
Total charge: +1

Each line ends with the Mulliken charge.
Element x y z (Å)
C -1.160 1.260 0.022  -0.942
C -2.013 0.160 0.606  -0.297
O -1.354 -1.113 0.712  -0.384
C -0.312 -1.171 1.605  -0.487
P 1.312 -1.000 0.757  0.168
H -0.398 1.636 0.707  0.316
H -1.804 2.098 -0.240  0.206
H -0.697 0.926 -0.910  0.315
H -2.398 0.442 1.589  0.359
H -2.869 -0.021 -0.037  0.335
H -0.353 -0.438 2.416  0.441
H -0.269 -2.170 2.050  0.436
H 2.318 -0.818 1.698  0.198
H 1.345 0.070 -0.125  0.184
H 1.622 -2.154 0.047  0.120
C 3.897 -6.949 -2.174  -1.056
C 3.792 -5.794 -1.195  -0.278
O 3.038 -4.690 -1.684  -0.417
C 1.685 -4.962 -1.996  -0.398
C 0.856 -5.370 -0.790  -0.982
H 4.261 -6.598 -3.140  0.297
H 4.595 -7.694 -1.791  0.387
H 2.940 -7.447 -2.331  0.273
H 4.782 -5.385 -0.997  0.314
H 3.389 -6.140 -0.236  0.288
H 1.598 -5.704 -2.795  0.356
H 1.304 -4.022 -2.401  0.339
H 1.122 -6.353 -0.401  0.302
H -0.203 -5.393 -1.046  0.389
H 1.013 -4.646 0.016  0.205
C -1.674 6.731 2.461  -1.057
C -1.027 5.711 1.542  -0.353
O -1.926 4.734 1.036  -0.364
C -2.998 5.241 0.253  -0.375
C -2.556 5.973 -1.002  -1.066
H -2.227 6.231 3.257  0.300
H -0.908 7.361 2.913  0.392
H -2.364 7.386 1.928  0.268
H -0.278 5.141 2.093  0.292
H -0.506 6.214 0.720  0.323
H -3.645 5.881 0.860  0.350
H -3.586 4.363 -0.017  0.350
H -2.046 6.909 -0.775  0.264
H -3.424 6.213 -1.615  0.402
H -1.877 5.352 -1.590  0.282

---

Molecular formula: C11H31N5NaO9
Method: DFT, ωB97M-V/def2-TZVPD

LUMO level, eV: 1.54
Orbital gap, eV: 2.485
Total charge: -1

Each line ends with the Mulliken charge.
Element x y z (Å)
Na 1.161 1.091 1.093  0.300
C 5.809 1.361 0.517  0.694
O 5.323 2.286 1.231  -0.737
O 5.139 0.440 0.011  -0.653
O 6.972 1.378 0.132  -0.677
C -2.366 3.520 0.979  -0.757
O -2.244 2.174 0.645  -0.197
C -3.355 1.692 -0.140  -0.617
C -3.092 0.204 -0.628  -0.867
N -1.933 -0.026 -1.490  -0.322
C -1.890 0.962 -2.655  -0.631
C -1.038 0.546 -3.899  -0.658
O -1.743 -0.485 -4.637  -0.304
C -1.070 -0.842 -5.828  -0.765
H -2.552 4.086 0.067  0.298
H -1.492 3.925 1.489  0.262
H -3.269 3.670 1.571  0.309
H -3.538 2.345 -0.993  0.378
H -4.340 1.699 0.327  0.426
H -3.987 -0.110 -1.165  0.419
H -3.085 -0.489 0.213  0.461
H -2.004 -0.945 -1.903  0.257
H -1.589 1.884 -2.158  0.411
H -2.911 1.180 -2.970  0.323
H -0.045 0.189 -3.625  0.381
H -0.930 1.438 -4.516  0.383
H -1.709 -1.566 -6.332  0.265
H -0.164 -1.443 -5.753  0.302
H -0.978 0.005 -6.508  0.302
C -0.535 -4.153 4.361  0.604
O 0.253 -3.475 3.827  -0.566
N -1.350 -5.026 3.769  -0.371
N -0.854 -4.164 5.625  -0.402
H -1.381 -5.142 2.766  0.200
H -1.995 -5.539 4.353  0.132
H -1.645 -4.663 6.006  0.170
H -0.516 -3.374 6.156  0.235
C 2.879 -4.990 -3.415  0.642
O 3.900 -4.542 -3.888  -0.645
N 2.331 -4.478 -2.366  -0.397
N 2.112 -5.911 -3.853  -0.392
H 2.799 -3.735 -1.867  0.225
H 1.385 -4.709 -2.100  0.155
H 1.381 -6.352 -3.313  0.184
H 2.439 -6.393 -4.678  0.227
C 0.755 6.618 -1.220  -0.585
O 1.161 5.450 -0.657  -0.425
H 0.830 7.386 -0.450  0.268
H 1.339 7.033 -2.041  0.274
H -0.247 6.525 -1.638  0.193
H 2.077 5.529 -0.384  0.293
C 1.745 1.277 6.647  -0.495
O 1.308 0.803 7.926  -0.512
H 2.204 2.265 6.674  0.262
H 2.419 0.589 6.136  0.237
H 0.899 1.476 5.990  0.209
H 1.230 1.521 8.558  0.297

---

Q: Which formula does entry 2 have?
A: C11H30N2O7PS2

---

Q: The highest total charge belongs to which entry?
A: C11H30O3P

---

Q: Among the records above, which one has the lowest orbital gap?
A: C11H31N5NaO9